# 1
{"formula": "C5H13N2", "method": "wB97M-V/def2-TZVPD", "elements": ["C", "N", "C", "C", "C", "C", "N", "H", "H", "H", "H", "H", "H", "H", "H", "H", "H", "H", "H", "H"], "coordinates": [[-2.718, 0.263, 0.166], [-1.373, 0.178, -0.392], [-0.293, 0.290, 0.681], [1.090, -0.038, 0.152], [1.378, -1.550, 0.069], [1.745, 0.980, -0.816], [2.018, 0.965, 0.598], [-2.660, 0.992, 0.894], [-3.441, 0.371, -0.584], [-3.075, -0.797, 0.438], [-1.442, -0.620, -0.968], [-1.303, 0.952, -1.012], [-0.152, 1.341, 1.081], [-0.516, -0.392, 1.530], [1.500, -2.176, 0.913], [2.319, -1.772, -0.314], [0.625, -2.040, -0.530], [2.359, 0.685, -1.603], [1.001, 1.762, -1.036], [2.937, 0.607, 0.732]], "atomic_forces_ev_per_a": [[-1.0, -3.7, 0.2], [-0.1, 1.0, 1.3], [1.2, 0.1, 0.4], [0.3, -1.1, -0.6], [-0.7, 1.1, -0.4], [-4.0, 0.3, 1.6], [0.7, 0.3, 0.2], [-0.8, 1.2, 1.7], [-0.8, 1.4, -1.4], [1.1, 1.6, 0.8], [1.2, -1.6, -0.7], [0.6, 0.9, -0.8], [-1.1, -1.0, -0.7], [-0.3, 0.4, -0.7], [-0.7, 0.1, 2.0], [1.7, 0.1, -1.7], [-0.2, -0.1, -0.5], [1.3, -0.6, -0.8], [0.8, 0.0, -0.4], [0.8, -0.4, 0.5]], "lowdin_charge": [-0.001, 0.032, -0.057, -0.467, -0.003, -0.065, 0.055, 0.086, 0.091, 0.153, 0.160, 0.162, 0.167, 0.155, 0.075, 0.064, 0.078, 0.101, 0.105, 0.110], "homo_ev": -13.38, "total_charge": 1, "relative_energy_kcal_mol": 82.7, "max_force_ev_per_a": 4.28}



# 2
{"formula": "C5H13N2", "method": "wB97M-V/def2-TZVPD", "elements": ["C", "N", "C", "C", "C", "C", "N", "H", "H", "H", "H", "H", "H", "H", "H", "H", "H", "H", "H", "H"], "coordinates": [[2.980, 1.889, 0.602], [1.877, 1.368, -0.266], [0.748, 0.972, 0.376], [-0.334, 0.351, -0.188], [-1.434, -0.242, 0.654], [-1.725, -1.661, 0.160], [-1.800, -1.734, -1.336], [3.680, 1.105, 0.879], [3.530, 2.583, -0.032], [2.512, 2.475, 1.387], [2.237, 0.616, -0.839], [0.624, 1.267, 1.429], [-0.678, 0.790, -1.122], [-2.241, 0.499, 0.692], [-1.118, -0.369, 1.697], [-0.845, -2.213, 0.478], [-2.617, -2.173, 0.526], [-0.907, -1.509, -1.790], [-2.558, -1.270, -1.832], [-1.930, -2.742, -1.476]], "atomic_forces_ev_per_a": [[-0.6, 0.6, -1.7], [0.7, -0.4, 1.0], [-1.2, -0.4, 0.3], [0.3, 0.8, 0.3], [0.1, 0.7, 0.3], [-0.2, 1.2, 0.7], [0.5, -1.9, -0.3], [-0.2, -0.1, 0.6], [0.1, 0.1, 0.2], [0.4, -0.3, 0.4], [-0.3, 0.4, -0.5], [0.7, -0.5, 0.0], [0.5, -0.6, -0.6], [-0.6, -0.7, -0.2], [0.1, 0.1, -0.1], [0.0, -0.4, -0.4], [0.0, 0.3, 0.1], [-0.1, 0.5, 0.3], [-0.1, 0.4, 0.4], [-0.1, 0.1, -0.6]], "lowdin_charge": [-0.057, -0.056, -0.162, -0.167, -0.213, -0.149, 0.174, 0.085, 0.080, 0.083, 0.128, 0.134, 0.106, 0.121, 0.122, 0.134, 0.136, 0.155, 0.176, 0.169], "homo_ev": -11.49, "total_charge": 1, "relative_energy_kcal_mol": 65.1, "max_force_ev_per_a": 1.97}



# 3
{"formula": "C5H13N2", "method": "wB97M-V/def2-TZVPD", "elements": ["C", "C", "C", "C", "C", "N", "N", "H", "H", "H", "H", "H", "H", "H", "H", "H", "H", "H", "H", "H"], "coordinates": [[1.280, 1.248, -0.469], [-0.200, 1.307, -0.016], [-0.488, 0.161, 0.901], [-0.635, 0.246, 2.268], [-1.379, -1.487, -0.753], [-0.361, -1.095, 0.273], [1.549, -0.060, -1.110], [1.495, 2.036, -1.192], [1.963, 1.352, 0.371], [-0.880, 1.311, -0.872], [-0.406, 2.224, 0.536], [-0.618, -0.653, 2.875], [-0.720, 1.200, 2.776], [-1.118, -2.469, -1.133], [-2.362, -1.535, -0.287], [-1.423, -0.763, -1.558], [-0.304, -1.808, 0.999], [2.526, -0.334, -1.083], [1.310, -0.078, -2.102], [0.771, -0.801, -0.425]], "atomic_forces_ev_per_a": [[0.4, -0.1, -0.3], [-0.9, 0.3, 0.7], [0.8, -0.2, -2.1], [0.3, -0.1, 0.8], [-0.3, -0.2, -0.5], [-1.2, 0.7, 2.0], [-1.0, -0.8, 0.7], [-0.2, 0.2, 0.2], [-0.1, 0.1, 0.0], [0.1, -0.1, -0.1], [0.2, 0.2, -0.2], [-0.2, 0.0, 0.1], [-0.1, 0.0, -0.1], [0.1, 0.0, -0.1], [0.1, 0.0, 0.2], [0.2, 0.0, -0.1], [0.1, -0.4, -0.2], [0.3, -0.2, 0.4], [-0.3, 0.0, 0.0], [1.7, 0.6, -1.6]], "lowdin_charge": [-0.104, -0.068, -0.200, 0.328, 0.043, 0.007, 0.135, 0.156, 0.148, 0.145, 0.148, 0.127, 0.133, 0.121, 0.124, 0.102, 0.175, 0.164, 0.165, 0.151], "homo_ev": [-19.94, -20.66], "total_charge": 2, "relative_energy_kcal_mol": 54.1, "max_force_ev_per_a": 2.43, "multiplicity": 2}



# 4
{"formula": "C5H13N2O", "method": "wB97M-V/def2-TZVPD", "elements": ["C", "C", "N", "N", "H", "H", "H", "H", "H", "H", "C", "O", "C", "C", "H", "H", "H", "H", "H", "H", "H"], "coordinates": [[-2.169, 0.833, -0.110], [-2.187, -0.144, 0.796], [-2.651, 0.100, 2.143], [-1.641, 0.755, -1.385], [-2.566, 1.790, 0.258], [-1.821, -1.139, 0.554], [-1.921, -0.020, 2.832], [-3.427, -0.499, 2.387], [-0.482, 0.863, -1.420], [-2.088, 1.426, -1.994], [1.634, -0.011, -1.574], [0.860, 1.104, -1.414], [1.618, -0.928, -0.342], [2.412, -0.330, 0.820], [2.692, 0.260, -1.778], [1.336, -0.617, -2.459], [2.007, -1.928, -0.580], [0.572, -1.032, -0.041], [2.139, -0.793, 1.774], [2.195, 0.734, 0.878], [3.487, -0.425, 0.656]], "atomic_forces_ev_per_a": [[0.0, 0.5, -0.1], [0.1, -0.4, 0.3], [-0.1, 0.3, -0.1], [-0.2, -0.3, 0.1], [-0.1, -0.1, -0.2], [0.0, 0.0, -0.1], [0.0, -0.1, 0.0], [0.1, -0.1, 0.1], [0.1, 0.0, 0.0], [0.2, 0.2, 0.0], [-0.1, 0.0, -0.2], [0.1, 0.1, 0.0], [0.1, 0.0, 0.1], [-0.2, 0.0, -0.1], [0.1, 0.0, 0.0], [-0.1, -0.1, 0.0], [0.0, 0.0, 0.0], [0.0, -0.1, 0.0], [0.2, 0.0, 0.0], [-0.1, 0.1, 0.1], [0.1, -0.1, 0.0]], "lowdin_charge": [-0.287, -0.265, -0.042, -0.029, 0.094, 0.078, 0.039, 0.036, 0.014, 0.033, -0.459, -0.303, -0.268, -0.140, 0.085, 0.085, 0.088, 0.075, 0.052, 0.061, 0.053], "homo_ev": -3.16, "total_charge": -1, "relative_energy_kcal_mol": 19.8, "max_force_ev_per_a": 0.50}



# 5
{"formula": "C5H13N2O", "method": "wB97M-V/def2-TZVPD", "elements": ["C", "N", "C", "C", "N", "C", "C", "O", "H", "H", "H", "H", "H", "H", "H", "H", "H", "H", "H", "H", "H"], "coordinates": [[0.393, -0.510, -1.405], [-0.335, 0.041, -0.274], [0.425, -0.006, 0.942], [0.544, -1.402, 1.541], [1.469, -1.395, 2.672], [-0.868, 1.369, -0.529], [-1.781, 1.463, -1.778], [-1.145, 1.366, -2.943], [0.537, -1.587, -1.264], [1.353, -0.003, -1.600], [-0.205, -0.368, -2.288], [1.475, 0.358, 0.829], [-0.037, 0.660, 1.676], [-0.435, -1.738, 1.874], [0.837, -2.098, 0.742], [2.200, -0.710, 2.515], [1.920, -2.289, 2.808], [-1.382, 1.656, 0.392], [-0.038, 2.084, -0.699], [-2.351, 2.428, -1.608], [-2.577, 0.681, -1.604]], "atomic_forces_ev_per_a": [[-0.2, -0.4, 0.1], [0.2, -0.4, 0.0], [0.3, 0.0, 0.4], [-0.1, -0.2, -0.4], [0.1, 0.1, 0.3], [0.3, 0.2, -0.3], [-0.4, 0.0, 0.5], [0.0, 0.1, -0.4], [0.3, 0.1, 0.1], [0.1, 0.0, 0.2], [-0.2, 0.2, -0.4], [-0.1, 0.1, -0.3], [0.0, -0.1, 0.0], [-0.2, 0.0, 0.1], [0.1, 0.1, 0.1], [0.0, -0.1, 0.0], [0.0, 0.0, 0.0], [-0.3, 0.2, 0.0], [0.0, 0.1, 0.0], [0.1, 0.0, -0.1], [0.0, 0.0, 0.0]], "lowdin_charge": [-0.106, -0.225, -0.264, -0.291, -0.029, -0.236, -0.555, -0.358, 0.062, 0.085, 0.053, 0.112, 0.111, 0.101, 0.091, 0.046, 0.048, 0.093, 0.111, 0.070, 0.080], "homo_ev": -2.35, "total_charge": -1, "relative_energy_kcal_mol": 26.1, "max_force_ev_per_a": 0.62}



# 6
{"formula": "C5H13N2O", "method": "wB97M-V/def2-TZVPD", "elements": ["C", "N", "C", "C", "C", "N", "C", "O", "H", "H", "H", "H", "H", "H", "H", "H", "H", "H", "H", "H", "H"], "coordinates": [[-1.172, -2.099, -1.265], [-1.253, -1.075, -2.167], [-0.182, -0.315, 0.253], [0.392, 0.537, -0.872], [1.758, 0.878, -0.273], [-0.955, 0.365, 1.221], [-0.170, 1.460, 2.073], [0.817, 0.947, 2.837], [-2.071, -2.343, -0.756], [-0.429, -2.788, -1.470], [-1.330, -1.488, -3.048], [0.614, -0.720, 0.888], [-0.649, -1.259, -0.333], [0.577, -0.011, -1.797], [-0.317, 1.371, -1.107], [1.685, 0.841, 0.816], [2.501, 0.141, -0.541], [2.215, 1.836, -0.393], [-1.267, -0.399, 1.892], [-0.822, 1.896, 2.774], [0.057, 2.224, 1.270]], "atomic_forces_ev_per_a": [[-1.2, 1.0, -1.7], [-1.5, 0.8, -0.2], [0.9, -0.7, -0.4], [0.6, 0.6, 0.9], [0.3, 0.6, 1.0], [-2.3, 0.9, 1.9], [0.9, -2.4, -0.7], [0.5, 0.3, -0.7], [-0.8, -0.8, 1.3], [1.4, -2.5, 0.0], [0.4, -0.5, -2.3], [0.8, -0.7, -0.7], [0.2, 1.1, 2.1], [-0.6, -0.1, 0.2], [0.8, -0.5, 0.3], [0.3, -0.1, 0.1], [0.3, -0.4, -0.3], [0.3, 1.2, -0.9], [0.6, 1.5, -0.7], [-2.2, 0.9, 0.5], [0.3, -0.3, 0.4]], "lowdin_charge": [-0.427, -0.194, -0.370, -0.262, -0.174, -0.082, -0.518, -0.389, -0.007, -0.015, -0.111, 0.094, 0.001, 0.058, 0.101, 0.021, 0.050, 0.028, 0.093, 0.029, 0.076], "homo_ev": [2.95, 1.46], "total_charge": -2, "relative_energy_kcal_mol": 101.8, "max_force_ev_per_a": 3.11, "multiplicity": 2}